# C42H94N4O7

A 7-piece molecular cluster, C42H94N4O7 overall (the ωB97M-V functional and the def2-TZVPD basis, OMol25).

Its molecular weight is 767.23 u. As for the orbital gap: 8.2 eV. For the total energy, the calculation gives -65359.7763 eV. Its LUMO energy is 0.34 eV. Its SMILES is CC1(C)CCCC(C)(C)N1O.CC1(C)CCCC(C)(C)N1O.CC1(C)CCCC(C)(C)N1O.CC1(C)CCCC(C)(C)N1O.CCO.CCO.CCO.

Structure (ORCA input):
```
! wB97M-V def2-TZVPD RIJCOSX def2/J DEFGRID3
* xyz 0 1
O 9.68791 11.01083 7.07922
O 4.48751 8.76162 11.24769
O 3.36234 14.98697 14.15787
O 1.44450 20.51296 10.85021
O 4.32266 16.87435 8.89381
O 8.62215 13.47863 13.41213
O 9.39723 12.84239 4.91038
N 9.18551 13.88001 14.60229
N 5.22157 15.80109 8.85711
N 2.24618 14.68441 14.92810
N 5.53290 8.98348 12.26496
C 1.55466 16.88874 15.69073
C 8.47574 10.29410 6.87507
C 4.63855 14.48926 9.00240
C 9.27806 15.20275 4.86407
C 7.35558 7.94876 10.74504
C 8.99575 15.30831 14.95448
C 2.13843 19.29407 11.07082
C 5.20064 6.49031 13.11083
C 1.15003 12.89990 13.69953
C 6.29121 8.40029 14.54837
C 0.67201 15.08429 12.96987
C 5.37525 8.05892 13.37974
C 6.85961 9.14415 11.62459
C 4.23230 14.19686 10.46065
C 2.12392 15.58451 16.09872
C 7.71844 8.55302 14.00726
C 1.15079 14.91406 17.19892
C 0.07070 14.02653 16.57858
C 3.41698 14.39461 8.00862
C 9.80896 15.97405 16.10920
C 6.66483 16.13458 9.19329
C 11.38643 13.09872 13.70574
C 1.01168 14.28849 14.22223
C 10.15608 14.01025 5.10499
C 3.61906 19.52005 10.78537
C 5.61131 13.46283 8.41820
C 6.77616 10.37930 10.79183
C 7.11674 17.59385 8.70634
C 7.09897 13.60707 8.65983
C 11.25430 13.96194 16.18949
C 3.55733 15.74574 16.77443
C 7.45808 15.54814 15.30130
C 8.81961 8.88678 6.30940
C 6.94062 15.96244 10.77786
C 7.48723 15.04753 8.46096
C 10.16353 11.88236 15.54855
C 10.47984 13.24452 15.01078
C -0.29845 14.33632 15.14968
C 7.75336 9.47946 12.78771
C 11.29194 15.51269 16.25405
C 9.33034 16.11621 13.63975
C 4.00155 8.43450 14.03896
H 8.75558 15.32589 3.91541
H 7.28895 13.27879 9.68171
H 3.15738 13.35604 7.80349
H 9.44532 11.97922 16.36272
H 12.17280 12.34884 13.79185
H 6.84800 15.37132 14.41551
H 7.93477 8.27870 6.49753
H 4.03510 20.40470 11.26745
H 7.63705 10.26166 7.57052
H 3.54679 14.88830 10.95065
H 10.26430 15.78846 13.18323
H 3.67772 16.37700 17.65483
H 9.66848 11.40779 14.70131
H 0.47244 15.70492 17.51901
H 7.57462 13.16637 7.78367
H 10.94207 13.60152 17.16965
H 8.63183 15.82049 12.85697
H 3.08305 8.20378 13.49931
H 9.64603 8.45917 6.87709
H 1.94573 17.53018 14.90097
H 8.45391 15.15561 5.57587
H 6.27639 11.24252 11.23136
H 12.25625 13.55380 16.05680
H 9.87986 16.98536 15.70877
H 7.08186 17.63223 7.61758
H 8.28396 9.03721 14.80340
H 8.50604 15.14608 8.83566
H 4.29781 6.23526 12.55588
H 5.26409 5.88171 14.01287
H 9.17304 15.93875 16.99378
H 11.93294 15.90981 15.46695
H 9.00765 8.89083 5.23575
H 7.14749 14.90934 10.96834
H 3.82336 9.40156 11.51415
H 6.36168 18.19530 9.21255
H 6.27163 7.67602 15.36273
H 9.75272 16.15900 5.08401
H 7.65327 7.15134 11.42592
H 8.12993 8.12571 9.99859
H 10.55910 14.11508 6.11230
H 10.93196 12.84739 12.74742
H 4.05845 9.47675 14.35290
H 4.15418 16.38112 16.12009
H 2.05765 12.68649 13.13493
H 3.89997 7.88345 14.97391
H 7.79343 16.54007 11.13446
H -0.75010 13.94843 17.29152
H 7.13409 16.50051 15.72094
H 8.26403 7.61582 13.89729
H 11.84311 15.83010 17.13924
H 3.53276 13.36410 10.38831
H 7.44641 10.47391 13.11165
H 5.47872 12.48379 8.87866
H 3.74544 19.88651 9.76663
H 1.29822 12.23824 14.55297
H 1.31838 17.52854 16.54098
H 0.42236 12.50918 12.98823
H -0.92293 13.55305 14.72002
H 0.50741 20.30451 10.84645
H 5.91266 9.32241 14.98936
H 4.28967 18.66146 10.81980
H 6.54942 7.61849 10.08996
H 4.03396 14.77313 16.89671
H 0.51864 16.79052 15.36656
H 5.10288 14.06472 11.10310
H -0.36488 14.92232 12.67540
H 6.12885 16.45015 11.31755
H 2.58305 14.80964 8.57465
H 9.01117 12.59161 5.75279
H 7.45952 15.24191 7.38878
H 0.69060 16.13966 13.24181
H 1.95730 18.88039 12.06287
H 11.14584 11.50614 15.83427
H 7.78823 10.77999 10.73489
H 3.54803 14.20147 13.63815
H 7.13494 14.82349 16.04868
H 11.06518 14.00673 4.50364
H 8.08343 17.99209 9.01462
H 5.40247 13.30974 7.35940
H 1.67417 14.54928 18.08273
H 7.86792 10.90651 6.20902
H 0.29652 12.96145 16.63059
H 10.44406 10.42185 7.02513
H 4.05803 16.72675 9.80473
H -0.83231 15.28592 15.11285
H 5.94562 6.06178 12.44041
H 8.01614 12.80527 13.72985
H 9.49137 17.18779 13.75754
H 3.45832 15.08145 7.16325
H 6.51160 10.32406 9.73587
H 1.76181 18.67085 10.25974
H 1.37515 14.96740 12.14523
H 8.75962 9.65337 12.40650
H 11.88237 14.05817 13.55885
*
```

Here are the Mulliken charges for atoms 1 to 8, given in e:
1 O -0.497
2 O -0.523
3 O -0.152
4 O -0.570
5 O -0.436
6 O -0.009
7 O -0.551
8 N 0.046

---

# C52H42Br3F7N3NaO4P

C52H42Br3F7N3NaO4P as an isolated structure (the ωB97M-V functional and the def2-TZVPD basis, OMol25).

Its molecular weight is 1199.59 u. As for the orbital gap: 5.7 eV. For the total energy, the calculation gives -310119.1620 eV. Its LUMO energy is 1.70 eV.

Structure (ORCA input):
```
! wB97M-V def2-TZVPD RIJCOSX def2/J DEFGRID3
* xyz -1 1
Br -12.53858 6.90519 23.22391
Br -15.66598 4.67289 21.94259
Br -10.44260 1.22344 21.96773
P -12.68115 4.48158 20.44062
Na -12.68336 3.58208 23.54325
F -12.89187 4.81326 17.44332
F -17.79464 4.71143 19.85629
F -12.85202 -5.71908 22.14303
F -14.42261 -5.57352 20.56904
F -14.96809 -5.73010 22.75051
F -15.14396 4.84292 15.94366
F -17.61424 4.79636 17.08941
O -11.08790 5.59952 28.48676
O -14.25675 4.09485 25.50288
O -10.36861 4.42151 26.33649
O -7.40737 7.57205 23.62427
N -10.35554 2.11764 26.31930
N -10.09207 2.16350 25.03523
N -10.53616 5.00939 22.71538
C -5.57516 -0.31546 23.11821
C -6.29336 1.51706 24.50627
C -7.79370 0.67740 22.68174
C -8.17445 5.44099 22.74470
C -5.09547 1.43228 25.20806
C -9.27683 1.24695 24.56787
C -10.30850 2.18168 17.88169
C -8.39841 6.70837 23.27294
C -14.01873 -0.90138 22.13167
C -6.55930 0.64151 23.43283
C -15.44110 4.62906 20.05298
C -13.76145 1.71879 22.37327
C -14.85730 1.73242 25.53740
C -12.94718 4.72097 29.62050
C -12.62372 2.34900 28.17490
C -13.87584 3.71666 29.75370
C -16.58422 4.68914 19.26153
C -12.81582 7.18698 19.76054
C -9.26515 4.63368 22.48970
C -10.73821 6.26555 23.08799
C -11.85852 3.15090 19.46647
C -11.65641 3.33093 28.04568
C -12.59871 1.96784 19.36921
C -8.99994 1.09447 23.18098
C -14.09824 4.71912 18.05937
C -13.13551 -2.96550 21.23691
C -10.09271 7.56715 19.46217
C -12.18126 0.89817 18.59885
C -15.35018 3.16913 25.52123
C -14.07877 -3.69875 21.96307
C -13.52170 6.30679 26.32982
C -11.86571 4.60509 28.70625
C -13.72108 2.52678 29.04801
C -4.15216 0.47035 24.87779
C -4.38094 -0.39613 23.82873
C -13.09778 -1.58653 21.31622
C -11.02554 1.00225 17.84827
C -10.40226 3.28510 27.14829
C -13.97795 0.51257 22.22003
C -15.25073 4.74876 17.28577
C -11.96125 6.10537 19.95966
C -16.51166 4.73057 17.87499
C -15.00237 -3.00694 22.78478
C -14.96443 -1.63307 22.86878
C -14.63705 5.48066 25.70203
C -9.71150 7.13349 23.44930
C -10.72932 3.26468 18.64023
C -14.17951 4.55488 19.43537
C -10.94891 8.62854 19.29333
C -10.59283 6.31631 19.80594
C -12.31107 8.43231 19.41121
C -14.09318 -5.17701 21.86381
H -15.95903 3.38400 26.41193
H -15.98821 3.36341 24.64085
H -14.95613 5.88892 24.73188
H -13.01442 5.63195 30.20118
H -9.45968 3.26597 27.75766
H -7.02195 2.27765 24.76626
H -13.89068 7.08069 19.88085
H -10.67799 0.17332 17.23646
H -5.76831 -1.00596 22.30488
H -9.40129 2.27880 17.29744
H -10.22663 4.21489 18.48638
H -13.61525 6.32350 27.41349
H -4.88531 2.09837 26.02859
H -14.73087 3.84493 30.40852
H -15.73233 -3.56392 23.35048
H -3.64042 -1.14443 23.57579
H -10.53826 1.21490 26.78121
H -12.59209 1.43011 27.60968
H -12.56246 5.87972 26.06739
H -9.13893 3.64036 22.07864
H -13.55660 7.33345 26.01769
H -15.51592 5.48094 26.36798
H -13.50232 1.89340 19.94808
H -8.69797 0.64120 25.29291
H -15.26776 1.19605 26.38649
H -9.03232 7.70248 19.32037
H -12.79280 0.00493 18.57633
H -7.17574 5.06677 22.55625
H -13.00371 9.25815 19.25621
H -15.66914 -1.10177 23.49788
H -9.89225 5.50617 20.00691
H -10.54208 9.61663 19.09010
H -9.93701 8.13732 23.78480
H -3.22215 0.43006 25.43492
H -10.52889 5.16253 27.00783
H -12.37113 -1.01490 20.75120
H -7.82219 0.33634 21.64722
H -13.76319 1.72310 25.61963
H -12.43640 -3.49243 20.59995
H -14.44702 1.73498 29.18315
H -15.10919 1.19921 24.63863
H -6.50879 7.21893 23.41499
*
```

Here are the Mulliken charges for atoms 1 to 8, given in e:
1 Br -0.057
2 Br -0.069
3 Br 0.057
4 P 0.620
5 Na 0.755
6 F -0.365
7 F -0.344
8 F -0.264

---

Ordered HOMO energy results: -7.84 -4.03; unit eV.
Ordered max |F| results: 4.69 2.48; unit eV Å⁻¹.